{
  "formula": "C15H37AlBrCaCl4FNO13P2S",
  "method": "ωB97M-V/def2-TZVPD",
  "homo_lumo_gap_ev": 2.6,
  "total_charge": -1,
  "species": ["C", "O", "C", "C", "C", "P", "C", "C", "C", "O", "C", "C", "F", "H", "H", "H", "H", "H", "H", "H", "H", "H", "H", "H", "H", "H", "H", "H", "H", "H", "H", "H", "H", "H", "H", "O", "H", "Ca", "Br", "C", "C", "O", "S", "O", "O", "O", "H", "H", "H", "H", "O", "P", "O", "O", "O", "C", "C", "O", "N", "C", "H", "H", "H", "H", "H", "H", "H", "H", "Al", "C", "Cl", "Cl", "Cl", "H", "Cl", "O", "H"],
  "positions_angstrom": [[5.01113, -2.90251, -0.12556], [5.62804, -1.86598, -0.85100], [4.96262, -1.61322, -2.08135], [3.61813, -0.90693, -1.96409], [3.67820, 0.64093, -1.90208], [3.13049, 1.34529, -0.25385], [4.58771, 0.72212, 0.70616], [5.95376, 1.15870, 0.18537], [6.10052, 2.66710, -0.01496], [7.08335, 2.94613, -1.00500], [2.27029, 2.15436, 1.30148], [0.97291, 2.65227, 0.76081], [1.95655, 1.24547, 2.27516], [4.94427, -3.81349, -0.72524], [5.54240, -3.10512, 0.80232], [4.00239, -2.61309, 0.18481], [4.75605, -2.59417, -2.53617], [5.61959, -1.07770, -2.76241], [3.07094, -1.17285, -2.86808], [3.00904, -1.29755, -1.14523], [2.94565, 1.00158, -2.62477], [4.62722, 1.03778, -2.26063], [1.98234, 0.48501, -0.31259], [2.99425, 2.64562, -0.89428], [4.49271, 1.13631, 1.71324], [4.49366, -0.35245, 0.83250], [6.68952, 0.85979, 0.93360], [6.19642, 0.64197, -0.73986], [6.41787, 3.14228, 0.91870], [5.16733, 3.14629, -0.31240], [7.68003, 2.19686, -1.06363], [2.87005, 2.96761, 1.71127], [0.23570, 2.82289, 1.56025], [1.15213, 3.54458, 0.12084], [0.58366, 1.81320, 0.11141], [7.20880, -4.95751, 1.45898], [7.33005, -4.26179, 0.78822], [-1.05357, 3.06063, -0.88364], [1.32741, 2.07738, 4.46663], [-4.36506, -0.56997, 2.92423], [-5.33263, -1.20064, 1.95289], [-5.60537, -0.15228, 0.99454], [-4.30733, 0.75161, 0.82337], [-3.59767, 0.31161, -0.33094], [-4.67631, 2.11315, 1.00826], [-3.51891, 0.25335, 2.09637], [-4.87723, 0.07778, 3.63866], [-3.77240, -1.31214, 3.46440], [-6.25064, -1.53299, 2.42765], [-4.87639, -2.03680, 1.42035], [1.86671, -6.10094, -4.38010], [2.62394, -4.99128, -3.66286], [2.45919, -3.69624, -4.45261], [4.09549, -5.37062, -3.56204], [2.06858, -4.77625, -2.25911], [-10.23175, 3.34111, -0.99845], [-9.02134, 2.96750, -0.21388], [-8.92056, 3.17624, 1.16738], [-7.77832, 2.48607, -0.86376], [-7.79740, 1.05250, -1.28491], [-10.94010, 3.23838, -0.18439], [-10.21217, 4.37052, -1.43759], [-10.46746, 2.63500, -1.79664], [-7.58018, 3.07134, -1.68149], [-7.07496, 2.62229, -0.13264], [-6.80229, 0.80613, -1.67698], [-8.54346, 0.92381, -2.06075], [-8.02607, 0.44511, -0.41818], [-10.30836, 2.02687, 1.23343], [-2.45150, -4.23506, 4.07138], [-4.01710, -3.39474, 4.14928], [-2.68899, -5.95301, 3.77994], [-1.43772, -3.51680, 2.82967], [-1.96144, -4.11410, 5.02781], [7.89851, -6.48014, 0.76385], [3.11374, 3.54780, -2.93648], [4.07538, 3.63798, -2.94457]]
}

***

{
  "formula": "C15H37Cl2GeP2S4Ti",
  "method": "ωB97M-V/def2-TZVPD",
  "e_above_lowest_kj_mol": 107.5,
  "homo_lumo_gap_ev": [6.4, 6.2],
  "total_charge": 1,
  "species": ["Ti", "S", "S", "S", "S", "C", "P", "C", "C", "C", "P", "C", "C", "H", "H", "H", "H", "H", "H", "H", "H", "H", "H", "H", "H", "H", "H", "H", "H", "Cl", "C", "Cl", "H", "H", "C", "C", "C", "C", "Ge", "C", "C", "C", "C", "H", "H", "H", "H", "H", "H", "H", "H", "H", "H", "H", "H", "H", "H", "H", "H", "H", "H", "H"],
  "positions_angstrom": [[0.24035, -0.32564, -0.08718], [-1.68671, 0.54527, 0.96461], [-1.29040, 2.56622, 0.78476], [-0.88944, 2.80134, -1.21552], [0.66582, 1.52576, -1.53963], [3.40764, 1.16210, 1.67852], [1.69566, 0.56515, 1.86768], [1.04947, 1.72972, 3.11201], [1.92346, -0.95656, 2.88745], [0.58109, -1.67057, 3.07462], [-0.10436, -2.32625, 1.48531], [0.75145, -3.92837, 1.32662], [-1.77456, -2.82617, 2.01625], [3.40449, 2.11017, 1.14222], [4.01236, 0.44572, 1.12775], [3.84013, 1.31259, 2.66673], [1.64687, 1.64748, 4.02013], [0.00576, 1.52235, 3.33115], [1.11896, 2.74278, 2.72292], [2.35412, -0.67945, 3.85160], [2.63829, -1.60966, 2.38175], [-0.16984, -0.98138, 3.46376], [0.67266, -2.49876, 3.77709], [0.70574, -4.45259, 2.28003], [1.79208, -3.79192, 1.03448], [0.26123, -4.53220, 0.56272], [-1.70555, -3.36430, 2.96153], [-2.22459, -3.47542, 1.26433], [-2.40328, -1.94738, 2.14508], [2.25028, -1.09007, -3.54130], [3.30776, -0.91882, -2.16613], [2.52254, -1.35608, -0.57017], [3.63290, 0.10851, -2.07650], [4.13247, -1.60871, -2.27483], [-4.11499, -5.30043, -2.25115], [-3.60233, -4.15271, -1.38499], [-3.70190, -2.79498, -2.08142], [-2.92956, -1.67651, -1.35891], [-1.03314, -1.49681, -1.93022], [-0.16692, -3.28610, -2.14855], [-0.37274, -3.87540, -3.55032], [0.60476, -5.00786, -3.87512], [0.52845, -6.17558, -2.89153], [-3.99248, -6.26569, -1.75661], [-3.57677, -5.33961, -3.20207], [-5.17745, -5.17174, -2.47418], [-2.56455, -4.34528, -1.10009], [-4.18280, -4.11077, -0.45772], [-4.75828, -2.51482, -2.12917], [-3.36055, -2.88725, -3.11816], [-2.98919, -1.81036, -0.27729], [-3.36894, -0.70189, -1.57412], [-1.15253, -0.94943, -3.36814], [-0.59247, -3.94691, -1.39009], [0.90186, -3.21680, -1.92984], [-0.26114, -3.08912, -4.30292], [-1.39844, -4.24801, -3.63930], [1.62349, -4.60651, -3.89307], [0.38762, -5.37172, -4.88288], [0.81860, -5.86669, -1.88356], [1.19951, -6.98175, -3.19289], [-0.48638, -6.58098, -2.84662]]
}

***

{
  "formula": "C15H37Cu2N2O8",
  "method": "ωB97M-V/def2-TZVPD",
  "spin_multiplicity": 3,
  "homo_lumo_gap_ev": [5.9, 2.1],
  "total_charge": 3,
  "species": ["Cu", "Cu", "O", "C", "O", "O", "H", "C", "C", "O", "H", "H", "H", "H", "H", "H", "C", "O", "C", "C", "N", "C", "C", "O", "C", "H", "H", "H", "H", "H", "H", "H", "H", "H", "H", "H", "H", "H", "H", "H", "C", "O", "C", "C", "N", "C", "C", "O", "C", "H", "H", "H", "H", "H", "H", "H", "H", "H", "H", "H", "H", "H", "H", "H"],
  "positions_angstrom": [[-2.28767, 1.03133, 1.53082], [0.52779, -2.62050, 0.69536], [1.07055, 1.19298, -1.44755], [0.22578, 0.46851, -0.62497], [0.49787, -0.70973, -0.28305], [-0.74271, 1.16547, -0.22106], [0.44317, 1.97301, -1.36570], [2.65809, 2.57093, -4.15553], [3.82613, 1.85130, -3.41047], [3.43794, 0.64287, -2.82898], [2.08695, 3.16732, -3.44427], [1.91971, 1.90360, -4.60187], [3.04023, 3.19730, -4.96051], [4.22763, 2.49816, -2.60533], [4.59714, 1.61537, -4.14227], [2.56043, 0.79459, -2.35717], [3.70040, -2.76317, 1.34115], [2.65981, -2.77766, 0.33324], [3.12878, -3.09223, -0.99535], [1.90751, -3.02943, -1.92539], [0.61201, -3.53981, -1.44039], [0.30907, -4.91201, -1.87173], [-1.07272, -5.35424, -1.38846], [-0.94982, -5.62346, 0.00026], [-2.14745, -6.00811, 0.61151], [3.76700, -3.77660, 1.73624], [3.44746, -2.08453, 2.15226], [4.65228, -2.45826, 0.90941], [3.42103, -4.14284, -0.92792], [3.93964, -2.39791, -1.19694], [2.20920, -3.53721, -2.84500], [1.68087, -1.99216, -2.17146], [-0.13248, -3.00864, -1.89299], [1.07954, -5.58169, -1.48282], [0.36632, -5.08218, -2.95265], [-1.33353, -6.32194, -1.82583], [-1.82639, -4.59773, -1.62641], [-2.67951, -6.82618, 0.11599], [-2.86037, -5.16614, 0.59215], [-2.02659, -6.19839, 1.67526], [-0.60009, 4.75634, 5.62020], [-0.35457, 4.69108, 4.19818], [-0.12938, 3.37124, 3.72611], [-0.53943, 3.32113, 2.25361], [-1.98974, 3.12408, 2.10277], [-2.45724, 3.82615, 0.86559], [-3.74568, 3.23363, 0.27747], [-3.54228, 1.87948, -0.02715], [-4.58417, 1.27294, -0.77713], [-0.66255, 5.83031, 5.79110], [0.23324, 4.42734, 6.24126], [-1.56296, 4.27752, 5.78765], [-0.70887, 2.64030, 4.30286], [0.94612, 3.21608, 3.85426], [0.00146, 2.42906, 1.92280], [-0.10056, 4.19286, 1.76768], [-2.44937, 3.60354, 2.87169], [-1.71331, 4.02758, 0.09800], [-2.75767, 4.85774, 1.08789], [-3.87227, 3.79326, -0.65947], [-4.65029, 3.42090, 0.86247], [-4.76790, 1.88682, -1.65993], [-5.53698, 1.23073, -0.23517], [-4.39663, 0.21996, -0.97432]]
}

***

{
  "formula": "C15H38ClN2O4P2",
  "method": "ωB97M-V/def2-TZVPD",
  "e_above_lowest_kj_mol": 0.0,
  "homo_lumo_gap_ev": 7.3,
  "total_charge": -1,
  "species": ["C", "C", "C", "C", "N", "P", "Cl", "C", "N", "C", "C", "O", "C", "C", "C", "C", "P", "O", "O", "C", "C", "O", "C", "C", "H", "H", "H", "H", "H", "H", "H", "H", "H", "H", "H", "H", "H", "H", "H", "H", "H", "H", "H", "H", "H", "H", "H", "H", "H", "H", "H", "H", "H", "H", "H", "H", "H", "H", "H", "H", "H", "H"],
  "positions_angstrom": [[3.26166, 1.36349, 4.37248], [3.04065, 0.24850, 3.26476], [2.19808, -0.87537, 3.91775], [1.77242, -2.05486, 2.92266], [2.09277, -1.88358, 1.53014], [0.82847, -1.48864, 0.32464], [-0.25987, -0.19632, 1.66954], [-0.21505, -3.06200, 0.76388], [-0.62375, -3.82418, -0.46849], [1.95170, -0.02404, -0.33468], [2.67483, -0.33028, -1.68336], [1.92945, -0.04400, -2.87859], [2.27571, 1.18118, -3.48941], [0.92899, 1.78891, -4.05223], [-0.41966, -1.01482, -1.04719], [-1.95695, -0.96283, -0.74404], [-2.71560, 0.75256, -0.69507], [-3.04792, 1.19220, 0.72641], [-1.77578, 1.90564, -1.43135], [-1.29442, 2.87066, -0.47332], [-0.20425, 3.79084, -1.09368], [-4.19135, 0.77546, -1.53038], [-5.03260, -0.25581, -0.98210], [-6.44592, 0.32236, -0.71603], [3.67258, 0.85521, 5.26814], [2.23849, 1.69546, 4.65758], [3.88540, 2.19730, 4.00333], [3.99110, -0.09167, 2.81678], [2.38637, 0.73564, 2.51052], [1.24913, -0.43035, 4.29756], [2.71238, -1.31018, 4.80550], [2.39532, -2.91982, 3.29208], [0.74168, -2.33086, 3.21499], [2.80908, -2.49983, 1.18427], [1.51173, -2.34019, -0.64803], [-1.08981, -2.81011, 1.40245], [0.38938, -3.80166, 1.34489], [-0.14945, -4.71699, -0.45544], [-1.62592, -3.96883, -0.48632], [1.42706, 0.96025, -0.31294], [2.78722, 0.09091, 0.39395], [3.58132, 0.33238, -1.70329], [3.06468, -1.36352, -1.76934], [2.69200, 1.93762, -2.79737], [2.90787, 0.97306, -4.37801], [1.09219, 2.39063, -4.96990], [0.40704, 2.39600, -3.28257], [0.24436, 0.93857, -4.26353], [-0.27764, -1.69748, -1.91476], [-0.15731, -0.01401, -1.45873], [-2.47375, -1.45617, -1.61017], [-2.34365, -1.46734, 0.15592], [-0.82516, 2.32805, 0.36887], [-2.11314, 3.50892, -0.08501], [0.72551, 3.23645, -1.35002], [0.08962, 4.57980, -0.36760], [-0.55523, 4.29615, -2.01976], [-5.09333, -1.06212, -1.74556], [-4.61841, -0.68574, -0.04759], [-7.13560, -0.53939, -0.58537], [-6.47122, 0.93901, 0.20486], [-6.84350, 0.93976, -1.54270]]
}

***

For the records above, the corresponding energy values read -221544.6391, -182745.9042, -124761.0316, -58442.0375 eV.
For the records above, the corresponding max |F| values read 2.71, 2.83, 2.85, 3.39 eV Å⁻¹.